## one
C5H8O2 | wB97M-V/def2-TZVPD

Structure (ORCA input):
```
! wB97M-V def2-TZVPD RIJCOSX def2/J DEFGRID3
* xyz 0 1
O 1.14940 -0.15364 1.72782
O 0.86662 -1.82572 -0.85844
C -0.19617 -0.55595 1.33236
C -1.09292 1.30115 -0.29771
C 0.51396 -0.49009 -1.14220
C 1.28096 0.78398 0.78965
C -0.00571 0.31184 0.08502
H -1.30493 2.00748 0.51210
H -0.80953 1.88093 -1.18294
H 1.36684 0.06215 -1.56450
H -0.26102 -0.53283 -1.91167
H -2.02101 0.76305 -0.53155
H -0.29468 -1.63737 1.21736
H 1.65826 -1.82306 -0.30412
H -0.90168 -0.16270 2.06764
*
```

E_HOMO   -8.74 eV
LUMO   0.8 eV
HOMO-LUMO gap   9.50 eV



## two
C5H8O2 | wB97M-V/def2-TZVPD

Structure (ORCA input):
```
! wB97M-V def2-TZVPD RIJCOSX def2/J DEFGRID3
* xyz 0 1
O -0.57640 -0.02717 -3.23957
O 2.07829 -0.05387 0.28697
C -0.05200 -1.10586 0.15659
C -0.36068 0.17025 -2.12933
C 0.18748 1.40424 0.77946
C 0.74537 0.09837 0.30704
C -1.38313 -1.11433 -0.34892
H 2.50241 0.67760 0.75903
H 0.57294 -1.97235 -0.07354
H -0.85412 1.28401 1.09104
H 0.76583 1.80427 1.62604
H -1.88574 -2.07730 -0.38576
H 0.20932 2.14125 -0.02750
H 0.07968 -0.96191 1.32315
H -2.02924 -0.26721 -0.12471
*
```

E_HOMO (alpha / beta)   -6.52 / -6.52 eV
LUMO (alpha / beta)   0.4 / 0.4 eV
HOMO-LUMO gap (alpha / beta)   6.91 / 6.91 eV



## three
C5H8O2 | wB97M-V/def2-TZVPD

Structure (ORCA input):
```
! wB97M-V def2-TZVPD RIJCOSX def2/J DEFGRID3
* xyz 0 1
O 0.19503 0.69842 -1.87717
O 0.26121 0.35856 1.24404
C 0.83246 -1.45155 -0.51123
C -0.08686 -1.92986 0.27058
C 0.79878 -0.90230 0.86160
C -0.30964 1.33443 -0.98422
C 0.32530 1.48268 0.40323
H -1.25898 1.88178 -1.16252
H -0.21445 2.26407 0.94990
H 1.55797 -1.18225 1.59246
H 1.33289 -1.45942 -1.46347
H -2.13891 0.12114 -0.12731
H -1.73879 -0.43733 0.15297
H -0.91250 -2.60634 0.42347
H 1.35648 1.82797 0.22767
*
```

SMILES   O=CCOC1C=C1.[H][H]
E_HOMO   -9.42 eV
LUMO   0.9 eV
HOMO-LUMO gap   10.29 eV



## four
C5H8O2 | wB97M-V/def2-TZVPD

Structure (ORCA input):
```
! wB97M-V def2-TZVPD RIJCOSX def2/J DEFGRID3
* xyz 0 1
O 0.69872 -1.10424 0.68675
O -0.02274 0.80873 -1.46717
C -1.40308 -0.28632 -0.56148
C 0.94507 0.92224 -0.68202
C -0.69754 -1.12877 0.42825
C 1.56318 -0.35885 -0.14129
C -1.54323 0.05831 0.73700
H -2.32544 0.37629 1.41283
H -1.04595 -2.14543 0.61127
H 1.87645 -0.94679 -1.01887
H 2.44629 -0.14237 0.46897
H -0.40557 1.05187 0.94279
H 1.52121 1.85790 -0.68015
H -1.95980 -0.39355 -1.47881
H 0.35241 1.43099 0.74194
*
```

E_HOMO   -8.79 eV
LUMO   0.9 eV
HOMO-LUMO gap   9.67 eV



Verdict on stability: four comes out at the bottom.



## one
C5H8O2 | wB97M-V/def2-TZVPD

Structure (ORCA input):
```
! wB97M-V def2-TZVPD RIJCOSX def2/J DEFGRID3
* xyz 0 1
O -1.53959 -0.92224 1.05775
O 0.29847 1.42842 -0.51668
C 1.84526 -0.08587 0.67888
C -0.08825 -0.86796 -1.04479
C -0.87890 -0.21993 0.06934
C -1.09753 1.25218 -0.21012
C 0.58170 0.08662 -0.09736
H 2.69985 0.12905 0.02721
H 1.95330 -1.10083 1.06924
H -2.41614 -1.14167 0.71617
H 0.11126 -1.91969 -0.84693
H -1.36481 1.78454 0.71113
H 1.86611 0.62304 1.51243
H -0.21565 -0.59997 -2.09274
H -1.75510 1.55433 -1.03354
*
```

E_HOMO   -9.21 eV
LUMO   0.8 eV
HOMO-LUMO gap   10.00 eV



## two
C5H8O2 | wB97M-V/def2-TZVPD

Structure (ORCA input):
```
! wB97M-V def2-TZVPD RIJCOSX def2/J DEFGRID3
* xyz 0 1
O 1.61568 0.23241 -0.23502
O 1.45756 -1.70581 0.89007
C -0.49573 0.33984 -0.10312
C 2.10685 -0.71127 0.39813
C -1.02325 -0.81590 -0.84381
C -0.90351 -0.70160 0.66749
C -0.55353 1.80971 -0.22590
H -0.35060 -1.50711 -1.35094
H -1.97193 -0.65555 -1.36017
H 0.33244 -1.39039 0.89655
H -1.61815 -0.71085 1.47914
H -1.59419 2.06327 -0.46765
H -0.28422 2.30213 0.71064
H 3.19827 -0.72358 0.57699
H 0.08433 2.17471 -1.03240
*
```

E_HOMO   -8.84 eV
LUMO   0.7 eV
HOMO-LUMO gap   9.57 eV



## three
C5H8O2 | wB97M-V/def2-TZVPD

Structure (ORCA input):
```
! wB97M-V def2-TZVPD RIJCOSX def2/J DEFGRID3
* xyz 0 1
O -1.59571 1.14009 -0.27024
O -2.41402 2.33571 -2.10658
C 0.43379 0.00368 -0.55578
C -1.83147 2.37738 -1.06759
C -0.38342 1.24304 -0.71803
C 0.33902 -0.63590 0.83446
C 1.22671 -1.87162 0.94059
H 0.91074 -2.64558 0.23173
H 1.18850 -2.30048 1.94658
H 2.27151 -1.62342 0.72018
H 1.47223 0.21891 -0.82679
H -0.70499 -0.89192 1.04489
H 0.63994 0.10308 1.58757
H -1.60113 3.24185 -0.44351
H 0.04831 -0.69483 -1.31748
*
```

E_HOMO   -8.98 eV
LUMO   0.3 eV
HOMO-LUMO gap   9.33 eV



Verdict on stability: two comes out at the bottom.



## one
C2H8N3O | wB97M-V/def2-TZVPD

Structure (ORCA input):
```
! wB97M-V def2-TZVPD RIJCOSX def2/J DEFGRID3
* xyz 1 1
O -0.17004 -0.78194 0.64728
N -2.06148 -1.34918 1.87517
N 1.27432 -0.36510 -1.82631
N 1.41755 1.45509 -0.34584
C -1.26921 -0.56286 1.12855
C 1.32585 0.90670 -1.53490
H 1.35636 1.63925 -2.33377
H 1.21765 0.85695 0.45197
H -1.74930 -2.20648 2.32008
H -1.72411 0.42687 0.96540
H 0.68376 -0.58404 -2.62367
H 1.34700 2.45680 -0.21500
H -2.66374 -0.89680 2.55239
H 1.01540 -0.99526 -1.06134
*
```

E_HOMO   -14.43 eV
LUMO   -3.5 eV
HOMO-LUMO gap   10.98 eV



## two
C2H8N3O | wB97M-V/def2-TZVPD

Structure (ORCA input):
```
! wB97M-V def2-TZVPD RIJCOSX def2/J DEFGRID3
* xyz 1 1
O -2.16945 -1.05570 -0.71418
N 0.13268 0.21926 0.09534
N 2.49726 0.42036 -0.24768
N -2.32436 0.19612 1.16619
C -1.52354 -0.53060 0.45880
C 1.33423 0.01135 -0.51081
H -1.57321 -1.64556 -1.13254
H 2.87032 0.98293 0.49986
H 0.02686 0.75118 0.94700
H -2.02486 -0.04650 2.17263
H -3.02665 0.91001 1.09008
H 1.24801 -0.51078 -1.48925
H -0.96816 -1.40507 0.86995
H 3.25925 0.12640 -0.87338
*
```

E_HOMO   -14.48 eV
LUMO   -3.1 eV
HOMO-LUMO gap   11.40 eV



Verdict on stability: two comes out at the bottom.



## one
C3H10NO2 | wB97M-V/def2-TZVPD

Structure (ORCA input):
```
! wB97M-V def2-TZVPD RIJCOSX def2/J DEFGRID3
* xyz -1 1
O -2.73359 -1.72086 -0.49818
O 2.27591 0.97887 -0.69013
N -0.28077 -0.10745 -0.45823
C 1.99833 0.36358 0.46528
C -0.84231 1.13064 0.11323
C 0.85179 -0.65556 0.30514
H 2.83540 -0.24773 0.89548
H 0.48736 -1.11608 1.22727
H 1.70647 1.05645 1.30080
H -1.49918 1.51946 -0.65111
H 1.20763 -1.48742 -0.30307
H -1.29527 0.92274 1.08082
H -0.06709 1.88834 0.27677
H 0.16061 0.15850 -1.33341
H -2.95997 -1.36963 -1.36735
H -1.84532 -1.31385 -0.36333
*
```

E_HOMO   -2.66 eV
LUMO   4.0 eV
HOMO-LUMO gap   6.69 eV



## two
C3H10NO2 | wB97M-V/def2-TZVPD

Structure (ORCA input):
```
! wB97M-V def2-TZVPD RIJCOSX def2/J DEFGRID3
* xyz -1 1
O -2.50416 -0.91513 -1.65494
O 0.89523 -0.22070 2.51622
N -0.32638 -0.38800 -0.05293
C 0.85677 0.84837 1.85515
C 0.67500 -1.00623 -0.90019
C 0.05122 0.93823 0.31468
H 0.46013 1.82478 2.26521
H 1.55650 -0.53032 -1.26621
H 0.16353 -1.10240 -1.87238
H -1.75365 -0.56200 -1.08291
H -0.74321 1.63650 0.45850
H -0.28435 -0.88288 0.83827
H 0.94694 1.44658 -0.12393
H 1.92384 1.08260 1.58437
H 0.94898 -2.05551 -0.75337
H -2.86639 -0.11388 -2.12555
*
```

E_HOMO   -2.69 eV
LUMO   4.0 eV
HOMO-LUMO gap   6.70 eV



Verdict on stability: two comes out at the bottom.



## one
C3H10NO2 | wB97M-V/def2-TZVPD

Structure (ORCA input):
```
! wB97M-V def2-TZVPD RIJCOSX def2/J DEFGRID3
* xyz -1 1
O -1.20476 0.13616 -0.98910
O -2.87152 -0.85775 0.51544
N 1.64475 -0.12819 -1.09158
C 0.91990 0.44931 0.07636
C 0.85294 -0.63389 1.15087
C -0.40145 1.05591 -0.32829
H 0.49626 -1.56952 0.72740
H -2.98018 -1.68686 0.02870
H -0.90270 1.47021 0.56280
H 1.89149 -0.79479 1.45537
H -1.96039 -0.23380 -0.33215
H 1.98519 0.60887 -1.68411
H 0.27803 -0.34913 2.02583
H -0.23470 1.92537 -0.98602
H 1.59207 1.24399 0.43198
H 0.89507 -0.63588 -1.56350
*
```

E_HOMO   -3.54 eV
LUMO   4.2 eV
HOMO-LUMO gap   7.71 eV



## two
C3H10NO2 | wB97M-V/def2-TZVPD

Structure (ORCA input):
```
! wB97M-V def2-TZVPD RIJCOSX def2/J DEFGRID3
* xyz -1 1
O 0.05524 -1.12216 2.94051
O 1.31775 0.61924 -1.80832
N 0.06143 -0.72662 0.07233
C 0.14506 0.80261 0.21012
C 0.81668 1.51732 -0.97195
C -0.96169 -1.23222 -0.84174
H -1.90253 -1.08449 -0.27853
H 0.68654 -0.52661 2.47122
H -0.70305 -2.27130 -1.11536
H -0.63358 -1.05298 2.18310
H -0.84145 1.31550 0.27934
H 1.60516 2.23849 -0.57211
H 0.46479 0.89848 1.30857
H 0.08821 2.12474 -1.60087
H 0.97268 -0.84473 -0.41162
H -1.17124 -0.65527 -1.86470
*
```

E_HOMO   -2.58 eV
LUMO   4.3 eV
HOMO-LUMO gap   6.86 eV



Verdict on stability: two comes out at the bottom.



## one
C9H10N6O4 | wB97M-V/def2-TZVPD

Structure (ORCA input):
```
! wB97M-V def2-TZVPD RIJCOSX def2/J DEFGRID3
* xyz 0 1
O 2.78984 -1.89518 1.14250
O -0.91559 4.10029 1.58420
O 1.27421 4.14052 1.41496
O 3.30379 0.32894 1.43260
N 2.64413 1.53693 1.51985
N 0.19700 3.51643 1.48291
N -0.34544 -1.06916 -1.42848
N -1.57233 -1.76386 -1.68202
N -3.63598 -1.03720 1.12672
N 2.39347 -0.74585 1.25451
C 1.12825 -0.16310 1.27639
C 1.32208 1.21738 1.41984
C 0.75708 -1.96482 -1.78607
C -2.58226 -0.53264 1.18978
C -0.12942 -0.75063 1.10501
C -0.34959 0.14784 -2.24550
C -1.27547 0.06869 1.24485
C 0.14823 2.07307 1.44435
C -1.11862 1.46434 1.41097
H 0.68832 -2.29700 -2.83804
H -0.44759 -0.08470 -3.32226
H -1.18898 0.78385 -1.93919
H -2.34275 -1.15472 -1.40081
H 0.59183 0.68357 -2.07071
H -1.57570 -2.58776 -1.07386
H 0.73334 -2.83780 -1.12126
H 1.70046 -1.42783 -1.63615
H -2.01098 2.08770 1.47932
H -0.18132 -1.83729 1.01557
*
```

E_HOMO   -8.63 eV
LUMO   -2.3 eV
HOMO-LUMO gap   6.28 eV



## two
C9H10N6O4 | wB97M-V/def2-TZVPD

Structure (ORCA input):
```
! wB97M-V def2-TZVPD RIJCOSX def2/J DEFGRID3
* xyz 0 1
O 2.85183 0.65416 0.66065
O -2.42639 1.93526 0.78989
O -3.32634 -0.21155 0.70191
O 3.24797 -1.51712 0.61917
N 0.22473 0.79771 -1.32296
N -1.72120 -4.83634 1.27912
N -2.25534 0.73517 0.94063
N 0.48959 1.32104 0.08494
N -2.91894 -1.50898 0.93508
N 2.45717 -0.55671 0.75884
C 1.47596 1.06637 -2.05436
C -1.60199 -1.36049 1.24541
C -1.26217 -3.76040 1.23568
C 1.11236 -0.81819 1.06025
C 0.67539 -2.12871 1.16707
C -0.69233 -2.43889 1.26471
C -0.81182 1.61415 -1.96273
C 0.21918 0.38525 1.16394
C -1.17634 -0.03189 1.26159
H 1.40265 -2.92296 1.09033
H -0.54206 2.68447 -1.95064
H 0.44542 0.95534 2.07819
H 1.35066 0.76067 -3.09896
H -0.85793 1.33555 -3.02434
H 1.68291 2.16028 -2.07194
H 1.51106 1.52988 0.15748
H -0.07824 2.16312 0.13711
H -1.81093 1.47332 -1.53080
H 2.33514 0.52048 -1.61524
*
```

SMILES   CN(C)[NH2+][C@@H]1C(=[N+]([O-])[O-])C=C(C#N)c2no[n+]([O-])c21
E_HOMO   -8.05 eV
LUMO   -0.9 eV
HOMO-LUMO gap   7.20 eV



Verdict on stability: two comes out at the bottom.